Molecular formula: C4H8NO3
Method: DFT, ωB97M-V with the def2-TZVPD basis set

* ΔE to the lowest compared entry with this formula, charge and spin: 34.8 kcal/mol
* charge: -1

Structure (XYZ):
```
16
C4H8NO3, DFT ωB97M-V with the def2-TZVPD basis set
C -0.213 0.166 -2.433
C -0.197 -1.314 -2.078
O 0.244 -1.939 -1.154
N -0.841 -2.086 -3.098
H -1.244 0.483 -2.525
H 0.432 0.273 -3.308
H -0.739 -3.088 -2.973
H -0.782 -1.774 -4.050
H 0.246 0.661 -1.569
C 0.099 1.372 3.851
C 0.959 1.107 2.588
O 1.421 -0.046 2.431
O 1.076 2.105 1.837
H -0.872 0.852 3.751
H -0.076 2.421 4.032
H 0.487 0.808 4.700
```

Atomic charges from the natural (NBO) analysis, expressed in e, are listed below: number 1, C, carries -0.736; number 2, C, carries 0.693; number 3, O, carries -0.552; number 4, N, carries -0.881; number 5, H, carries 0.232; number 6, H, carries 0.220; number 7, H, carries 0.382; number 8, H, carries 0.365; number 9, H, carries 0.275; number 10, C, carries -0.743; number 11, C, carries 0.757; number 12, O, carries -0.785; number 13, O, carries -0.807; number 14, H, carries 0.192; number 15, H, carries 0.194; number 16, H, carries 0.194



Molecular formula: C4H8NO3
Method: DFT, ωB97M-V with the def2-TZVPD basis set

* ΔE to the lowest compared entry with this formula, charge and spin: 19.5 kcal/mol
* charge: -1

Structure (XYZ):
```
16
C4H8NO3, DFT ωB97M-V with the def2-TZVPD basis set
C 2.434 0.734 2.867
C 1.149 0.511 1.997
O 1.340 -0.230 1.003
O 0.122 1.109 2.353
H 2.907 1.648 2.478
H 3.103 -0.082 2.793
H 2.103 1.053 3.863
C -1.347 -0.701 -0.683
C -1.339 -0.469 -2.148
O -1.895 0.458 -2.710
N -0.624 -1.390 -2.869
H -2.391 -0.625 -0.342
H -0.935 0.177 -0.235
H -0.477 -1.243 -3.852
H -0.067 -2.092 -2.419
H -0.952 -1.634 -0.301
```

Atomic charges from the natural (NBO) analysis, expressed in e, are listed below: number 1, C, carries -0.749; number 2, C, carries 0.772; number 3, O, carries -0.815; number 4, O, carries -0.787; number 5, H, carries 0.195; number 6, H, carries 0.197; number 7, H, carries 0.195; number 8, C, carries -0.724; number 9, C, carries 0.683; number 10, O, carries -0.649; number 11, N, carries -0.836; number 12, H, carries 0.223; number 13, H, carries 0.299; number 14, H, carries 0.384; number 15, H, carries 0.390; number 16, H, carries 0.222



Molecular formula: C4H8NO3
Method: DFT, ωB97M-V with the def2-TZVPD basis set

* ΔE to the lowest compared entry with this formula, charge and spin: 25.6 kcal/mol
* 2S+1: 2

Structure (XYZ):
```
16
C4H8NO3, DFT ωB97M-V with the def2-TZVPD basis set
C -0.767 -1.075 0.809
C -1.550 0.257 0.832
C -1.852 0.869 -0.517
O -0.819 1.634 -1.120
N 0.309 -1.146 -0.082
C 1.507 -0.367 0.111
O 2.273 -0.577 -0.876
O 1.565 0.330 1.103
H -1.485 -1.884 0.704
H -0.364 -1.141 1.790
H -1.043 1.033 1.417
H -2.453 0.162 1.420
H -2.220 0.131 -1.245
H -2.649 1.552 -0.442
H 0.040 1.193 -1.052
H 0.372 -1.826 -0.827
```

Atomic charges from the natural (NBO) analysis, expressed in e, are listed below: number 1, C, carries -0.273; number 2, C, carries -0.433; number 3, C, carries -0.068; number 4, O, carries -0.708; number 5, N, carries -0.356; number 6, C, carries 0.776; number 7, O, carries -0.469; number 8, O, carries -0.650; number 9, H, carries 0.219; number 10, H, carries 0.256; number 11, H, carries 0.244; number 12, H, carries 0.230; number 13, H, carries 0.150; number 14, H, carries 0.191; number 15, H, carries 0.468; number 16, H, carries 0.421